1.
Molecular formula: C9H14
Method: DFT, the ωB97M-V functional and the def2-TZVPD basis

The geometry in ORCA input format:
```
! RIJCOSX wB97M-V def2-TZVPD def2/J DEFGRID3
* xyz 0 1
C 2.447 -0.895 -0.438
C 2.472 -2.440 -0.400
H 3.436 -0.513 -0.214
H 2.114 -0.559 -1.422
H 1.752 -0.476 0.283
H 2.341 -2.870 -1.386
H 3.386 -2.833 0.033
H 1.616 -2.830 0.159
C -1.186 2.420 -1.378
C -1.560 -0.907 0.443
C -1.526 0.026 -0.597
C -1.408 -0.547 1.760
C -1.309 1.372 -0.298
C -1.192 0.790 2.047
C -1.100 1.735 1.023
H -1.675 -1.927 0.097
H -1.720 -0.274 -1.618
H -1.455 -1.288 2.545
H -1.072 1.138 3.062
H -1.068 1.985 -2.375
H -0.339 3.086 -1.209
H -0.885 2.756 1.334
H -2.071 3.052 -1.451
*
```

- Relative energy (zero: lowest compared OMol25 entry of this formula, charge and spin): 0.246 eV
- E_tot: -351.32115 a.u.
- Gap between HOMO and LUMO: 10.1789 eV
- HOMO: -0.3361 hartree


2.
Molecular formula: C9H14
Method: DFT, the ωB97M-V functional and the def2-TZVPD basis

The geometry in ORCA input format:
```
! RIJCOSX wB97M-V def2-TZVPD def2/J DEFGRID3
* xyz 0 1
C -2.434 -0.917 -1.833
C -1.370 1.658 0.784
C -1.975 1.082 -0.335
C -0.662 0.859 1.660
C -1.817 -0.257 -0.647
C -0.663 -0.527 1.490
C -1.061 -1.026 0.274
H -1.548 2.748 0.873
H -2.540 1.784 -0.964
H -0.240 1.402 2.514
H -0.313 -1.190 2.259
H -2.925 -1.856 -1.605
H -1.801 -1.119 -2.710
H -0.835 -2.055 0.007
H -3.295 -0.416 -2.292
C 2.540 -0.704 0.257
C 3.327 0.592 -0.132
H 1.961 -0.395 1.100
H 1.867 -0.949 -0.551
H 3.217 -1.488 0.619
H 4.116 0.371 -0.827
H 3.723 1.091 0.766
H 2.726 1.314 -0.707
*
```

- Relative energy (zero: lowest compared OMol25 entry of this formula, charge and spin): 0.734 eV
- E_tot: -351.30322 a.u.
- Gap between HOMO and LUMO: 10.0229 eV
- HOMO: -0.3312 hartree


3.
Molecular formula: C9H14
Method: DFT, the ωB97M-V functional and the def2-TZVPD basis

The geometry in ORCA input format:
```
! RIJCOSX wB97M-V def2-TZVPD def2/J DEFGRID3
* xyz 1 2
C -0.808 2.041 -2.167
C -0.311 0.715 -2.767
H -1.874 2.305 -2.277
H -0.742 1.930 -1.085
H -0.276 2.866 -2.690
H 0.204 0.071 -2.034
H 0.467 0.854 -3.551
H -1.176 0.304 -3.338
C -1.774 -1.437 1.731
C 0.084 0.303 1.948
C -0.457 -0.896 1.394
C 1.386 0.673 1.816
C 2.267 -0.200 1.063
C 0.416 -1.599 0.447
C 1.740 -1.297 0.367
H -0.639 0.804 2.619
H 1.894 1.536 2.206
H -2.028 -2.161 0.983
H -2.466 -0.591 2.019
H 3.325 0.075 1.003
H -0.014 -2.509 0.063
H 2.422 -1.700 -0.378
H -1.640 -2.086 2.627
*
```

- Relative energy (zero: lowest compared OMol25 entry of this formula, charge and spin): 0.974 eV
- <S²>: 0.77
- E_tot: -350.97320 a.u.
- Gap between HOMO and LUMO (alpha / beta): 9.3765 / 5.7549 eV
- HOMO (alpha / beta): -0.5119 / -0.5119 hartree


4.
Molecular formula: C9H14
Method: DFT, the ωB97M-V functional and the def2-TZVPD basis

The geometry in ORCA input format:
```
! RIJCOSX wB97M-V def2-TZVPD def2/J DEFGRID3
* xyz 1 2
C 0.052 2.726 1.205
C -1.219 3.446 0.913
H 0.323 1.958 0.372
H 0.881 3.507 0.972
H 0.134 2.086 2.120
H -1.271 3.994 -0.028
H -1.385 4.220 1.706
H -2.078 2.671 0.929
C -1.631 -0.021 -1.478
C -0.497 -0.676 -0.833
C -0.266 -0.539 0.599
C 0.431 -1.472 -1.515
C 0.723 -1.271 1.272
C 1.498 -2.065 -0.892
C 1.639 -2.006 0.518
H -2.001 -0.648 -2.392
H -1.608 0.977 -1.928
H -0.806 0.197 1.092
H 0.359 -1.551 -2.528
H 1.000 -0.970 2.349
H 2.284 -2.484 -1.631
H 2.346 -2.658 1.016
H -2.552 -0.026 -0.783
*
```

- Relative energy (zero: lowest compared OMol25 entry of this formula, charge and spin): 1.430 eV
- <S²>: 0.77
- E_tot: -350.95643 a.u.
- Gap between HOMO and LUMO (alpha / beta): 9.7887 / 5.9985 eV
- HOMO (alpha / beta): -0.5243 / -0.5252 hartree


5.
Molecular formula: C9H14
Method: DFT, the ωB97M-V functional and the def2-TZVPD basis

The geometry in ORCA input format:
```
! RIJCOSX wB97M-V def2-TZVPD def2/J DEFGRID3
* xyz 1 2
C 0.799 0.527 2.478
C 1.822 1.845 0.586
C 0.772 0.981 1.076
C 1.602 2.608 -0.522
C 0.548 2.271 -1.392
C -0.315 0.681 0.218
C -0.393 1.281 -1.007
H 2.787 1.807 1.049
H 2.341 3.358 -0.767
H 1.780 0.636 2.915
H 0.497 -0.523 2.589
H 0.545 2.777 -2.347
H -1.197 0.120 0.483
H -1.138 0.911 -1.696
H -0.021 1.079 2.959
C -1.403 -2.585 -0.083
C -1.278 -2.477 -1.618
H -1.923 -1.744 0.376
H -1.846 -3.559 0.137
H -0.431 -2.594 0.428
H -0.434 -3.108 -1.879
H -0.918 -1.495 -1.896
H -2.196 -2.795 -2.089
*
```

- Relative energy (zero: lowest compared OMol25 entry of this formula, charge and spin): 0.516 eV
- <S²>: 0.77
- E_tot: -350.99005 a.u.
- Gap between HOMO and LUMO (alpha / beta): 10.4269 / 6.6642 eV
- HOMO (alpha / beta): -0.5445 / -0.5443 hartree


6.
Molecular formula: C9H14
Method: DFT, the ωB97M-V functional and the def2-TZVPD basis

The geometry in ORCA input format:
```
! RIJCOSX wB97M-V def2-TZVPD def2/J DEFGRID3
* xyz 1 2
C -0.144 1.515 1.392
C 0.275 1.393 -0.027
C 1.596 0.950 -0.326
C -0.733 1.572 -1.033
C 1.824 0.603 -1.633
C -0.437 1.271 -2.326
C 0.861 0.798 -2.647
H -1.119 1.058 1.558
H -0.309 2.584 1.599
H 2.390 0.977 0.405
H -1.693 1.948 -0.706
H 2.814 0.294 -1.941
H -1.169 1.399 -3.113
H 1.160 0.799 -3.687
H 0.618 1.093 2.039
C -0.188 -2.559 1.774
C -1.271 -2.087 0.843
H 0.759 -2.824 1.312
H 0.189 -1.624 2.245
H -0.531 -3.184 2.586
H -1.046 -1.325 0.091
H -1.694 -2.889 0.213
H -2.153 -1.761 1.382
*
```

- Relative energy (zero: lowest compared OMol25 entry of this formula, charge and spin): 0.411 eV
- <S²>: 0.77
- E_tot: -350.99389 a.u.
- Gap between HOMO and LUMO (alpha / beta): 9.7372 / 6.0123 eV
- HOMO (alpha / beta): -0.5209 / -0.5210 hartree


7.
Molecular formula: C9H14
Method: DFT, the ωB97M-V functional and the def2-TZVPD basis

The geometry in ORCA input format:
```
! RIJCOSX wB97M-V def2-TZVPD def2/J DEFGRID3
* xyz 1 2
C 2.655 -0.677 -0.265
C -1.443 0.418 -1.470
C -0.658 1.250 -0.740
C -0.837 -0.761 -1.861
C 0.764 1.036 -0.323
C 0.504 -1.080 -1.479
C 1.294 -0.182 -0.739
H -2.415 0.736 -1.770
H -0.929 2.261 -0.466
H -1.369 -1.489 -2.473
H 1.250 1.970 -0.075
H 0.884 -2.041 -1.827
H 2.913 -1.334 -1.095
H 2.647 -1.115 0.714
H 3.305 0.192 -0.219
C -0.995 -0.662 2.987
C -1.236 0.708 2.417
H -0.338 -0.598 3.849
H -1.985 -1.130 3.030
H -0.413 -1.264 2.215
H -0.378 1.396 2.269
H -1.673 0.751 1.424
H -1.898 1.404 2.985
*
```

- Relative energy (zero: lowest compared OMol25 entry of this formula, charge and spin): 1.264 eV
- <S²>: 0.77
- E_tot: -350.96254 a.u.
- Gap between HOMO and LUMO (alpha / beta): 9.8598 / 6.1886 eV
- HOMO (alpha / beta): -0.5359 / -0.5362 hartree


8.
Molecular formula: C9H14AuNSiTe
Method: DFT, the ωB97M-V functional and the def2-TZVPD basis

The geometry in ORCA input format:
```
! RIJCOSX wB97M-V def2-TZVPD def2/J DEFGRID3
* xyz -2 1
Au -2.281 -3.623 0.835
C 2.648 -0.677 0.010
Si 1.119 -0.798 -1.053
C 1.321 0.353 -2.531
C 1.015 -2.552 -1.696
N -0.318 -0.497 -0.309
C -0.787 0.561 0.364
C -0.055 1.732 0.727
C -0.545 2.654 1.611
C -1.839 2.577 2.131
C -2.620 1.525 1.693
C -2.122 0.552 0.862
H 3.556 -1.044 -0.442
H 2.427 -1.286 0.902
H 2.766 0.351 0.322
H 2.215 0.241 -3.157
H 1.289 1.365 -2.136
H 0.441 0.173 -3.151
H 1.832 -2.777 -2.384
H 0.096 -2.681 -2.259
H 1.003 -3.263 -0.850
H 0.924 1.849 0.322
H 0.054 3.508 1.926
H -2.187 3.306 2.834
H -3.593 1.321 2.128
H -2.745 -0.280 0.575
Te -3.615 -2.589 2.727
*
```

- E_tot: -1099.31487 a.u.
- Gap between HOMO and LUMO: 5.3375 eV
- HOMO: 0.0016 hartree


9.
Molecular formula: C9H14BrCuNNbO
Method: DFT, the ωB97M-V functional and the def2-TZVPD basis

The geometry in ORCA input format:
```
! RIJCOSX wB97M-V def2-TZVPD def2/J DEFGRID3
* xyz 0 1
O 0.346 -2.968 -0.565
C -0.038 -2.009 0.057
C 0.805 -0.729 0.095
C 2.257 -0.926 -0.390
Nb 3.382 1.003 -0.025
Br 3.841 1.418 -2.544
N -1.333 -2.107 0.735
C -2.177 -1.011 0.353
C -2.684 -0.146 1.314
C -3.482 0.931 0.966
C -3.803 1.115 -0.367
C -3.321 0.265 -1.346
C -2.495 -0.783 -0.975
H 0.840 -0.287 1.101
H 0.332 0.023 -0.552
H 2.350 -1.088 -1.471
H 2.798 -1.726 0.135
H 5.017 0.196 0.205
H 4.212 2.677 0.476
H 1.792 1.920 -0.180
H 3.025 0.734 1.731
H -1.190 -1.982 1.736
H -2.468 -0.291 2.374
H -3.853 1.621 1.719
H -4.436 1.959 -0.639
H -3.602 0.436 -2.382
H -2.107 -1.421 -1.769
Cu 5.992 3.178 0.209
*
```

- E_tot: -4752.53989 a.u.
- Gap between HOMO and LUMO: 6.0724 eV
- HOMO: -0.3088 hartree


10.
Molecular formula: C9H14BrNO2
Method: DFT, the ωB97M-V functional and the def2-TZVPD basis

The geometry in ORCA input format:
```
! RIJCOSX wB97M-V def2-TZVPD def2/J DEFGRID3
* xyz 0 1
C -2.305 -0.249 -0.253
C -1.730 -0.548 0.911
C -1.574 0.357 -1.358
C -0.240 -0.783 1.147
C 0.576 -0.034 0.096
C -0.115 -0.105 -1.349
C 0.168 -0.419 2.514
C 1.947 -0.499 0.066
C 0.732 0.681 -2.304
N 0.494 1.357 0.567
O -0.496 2.043 0.312
O 1.464 1.836 1.143
Br -0.157 -2.146 -1.779
H -3.449 -0.195 -0.232
H -2.370 -0.933 1.810
H -2.135 0.137 -2.348
H -1.663 1.456 -1.434
H -0.106 -1.832 1.022
H 1.095 0.169 2.451
H 0.474 -1.328 3.148
H -0.576 0.134 3.059
H 2.687 0.157 -0.406
H 2.133 -1.570 -0.300
H 2.424 -0.728 1.080
H 0.509 1.730 -1.884
H 0.377 0.703 -3.234
H 1.837 0.609 -2.444
*
```

- Relative energy (zero: lowest compared OMol25 entry of this formula, charge and spin): 2.520 eV
- E_tot: -3130.42379 a.u.
- Gap between HOMO and LUMO: 9.4258 eV
- HOMO: -0.3479 hartree